Below is C4H8N4 in the gas phase, with properties calculated with ωB97M-V/def2-TZVPD.

```
16
Properties=species:S:1:pos:R:3:forces:R:3
C 1.31255 0.51798 1.02611 -2.262 2.899 2.871
N 0.10059 1.08183 1.30267 2.471 -0.812 -0.523
C -1.10272 1.38896 0.61458 1.871 -6.635 -0.850
N -1.84200 0.46421 0.02033 0.991 1.635 2.215
C -1.35890 -0.92081 0.15928 3.709 1.336 -1.167
C -0.15264 -1.06044 -0.96408 0.629 -0.618 -2.292
N 0.76938 0.10241 -1.23049 -0.468 1.917 2.286
N 1.82281 0.17011 -0.16547 -1.339 -0.242 -1.282
H 1.95298 0.57063 1.99544 -0.657 -0.625 -2.106
H -1.41215 2.33454 0.79894 -1.135 2.949 -0.029
H -2.18633 -1.47550 -0.18926 -0.514 -1.316 0.071
H -0.83145 -1.24010 1.12279 -1.449 0.675 -0.832
H -0.63844 -1.06199 -1.97725 -0.076 -0.303 0.984
H 0.59602 -1.96910 -1.05549 -1.902 1.397 1.007
H 0.14436 1.00803 -0.99874 1.883 -2.379 -1.053
H 2.82594 0.08923 -0.45937 -1.752 0.122 0.698
```
Positions in Å, forces in eV/Å.

## Properties
ΔE to the lowest compared entry with this formula, charge and spin: 4.060 eV
Frontier orbital gap: 9.57 eV
Maximum force: 6.95 eV/Å
SMILES string: C1=N\C=N/CCNN/1
Lowest unoccupied orbital energy: 0.9 eV

Below is C4H8N4 in the gas phase, with properties calculated with ωB97M-V/def2-TZVPD.

```
16
Properties=species:S:1:pos:R:3:forces:R:3
C -0.32985 -1.96803 0.34078 -2.780 1.075 3.669
N -0.72540 -0.51862 0.12125 2.964 -2.502 -0.032
C -1.94120 -0.06493 -0.22959 -0.688 -0.696 0.300
C -1.80991 1.27211 -0.38646 0.643 0.956 0.371
N -0.46294 1.65444 -0.17213 -0.817 -1.065 0.339
C 0.15906 0.53385 0.14953 1.431 0.938 -0.172
N 1.86979 0.63404 0.58396 -5.813 -1.283 0.720
N 2.62479 0.97474 -0.47366 1.726 0.126 -1.464
H -1.26008 -2.50732 0.96709 2.472 1.551 -1.463
H -0.19089 -2.62624 -0.49036 0.491 0.318 -0.847
H 0.51165 -1.81419 1.05072 -0.294 -0.973 -0.765
H -2.71956 -0.82751 -0.18040 -0.188 0.819 -0.336
H -2.61263 1.99592 -0.44260 0.301 0.006 -0.419
H 1.59055 1.35923 1.28162 1.533 -0.105 -1.182
H 2.93846 0.15951 -1.03794 -0.529 0.892 0.980
H 2.35816 1.74300 -1.08183 -0.453 -0.058 0.302
```
Positions in Å, forces in eV/Å.

## Properties
ΔE to the lowest compared entry with this formula, charge and spin: 3.387 eV
Frontier orbital gap: 9.54 eV
Maximum force: 6.00 eV/Å
SMILES string: Cn1ccnc1NN
Lowest unoccupied orbital energy: 0.9 eV

Below is C4H8N4 as an isolated structure, with properties calculated with ωB97M-V/def2-TZVPD.

```
16
Properties=species:S:1:pos:R:3:forces:R:3
C -3.87748 -0.52848 0.31994 1.120 5.286 -1.091
C -0.48545 0.90028 -0.19833 -1.679 0.339 1.549
C 0.50765 -0.04739 -0.30802 -0.753 5.087 -0.189
C 3.83191 -0.32658 0.50338 -1.670 0.583 -0.511
H -3.88186 0.10021 1.33992 0.291 -2.232 -1.890
H -4.41052 -1.46281 0.27208 -0.012 -0.116 -0.028
H -4.36693 0.41643 -0.34210 0.642 -3.130 1.285
H -0.38525 2.04447 -0.14305 0.730 -2.017 0.004
H 0.43121 -1.06163 -0.48678 -0.682 -1.947 0.261
H 2.25923 1.34655 -0.36826 -1.780 -2.302 0.777
H 4.64159 -0.99900 0.76477 -0.564 -0.951 -1.379
H 4.40150 0.71026 1.32996 -2.997 -2.125 -2.963
N -2.41378 -0.53092 -0.34951 -0.153 6.320 5.666
N -1.87360 0.64879 0.30799 0.244 -6.426 -5.501
N 1.84050 0.34263 -0.24796 -2.758 5.179 -1.660
N 2.65419 -0.61499 -0.32028 10.020 -1.549 5.669
```
Positions in Å, forces in eV/Å.

## Properties
ΔE to the lowest compared entry with this formula, charge and spin: 9.745 eV
Frontier orbital gap: 7.18 eV
Maximum force: 11.62 eV/Å
Lowest unoccupied orbital energy: -0.5 eV

Below is C4H8N4 in the gas phase, with properties calculated with ωB97M-V/def2-TZVPD.

```
16
Properties=species:S:1:pos:R:3:forces:R:3
C -1.33386 1.47373 -0.54831 0.009 0.397 0.093
N -1.32486 0.34441 0.34823 -0.329 0.149 -0.116
C -0.30713 -0.55931 0.51033 2.027 1.193 3.018
C 0.16335 -1.17678 -1.15969 0.536 -0.906 -2.318
C 1.22078 0.07447 0.63489 -1.433 -0.721 -0.214
N -0.48854 -1.51559 1.38983 -0.461 -0.067 -0.886
N 1.05050 -1.81044 -1.63003 -0.902 -0.249 0.363
N 1.37664 1.31206 0.68044 -0.193 0.307 0.329
H -2.01118 0.30407 1.08684 0.100 -0.112 -0.246
H 0.32597 -2.10606 1.52408 0.205 0.304 0.069
H 1.09927 -2.61433 -2.24728 0.349 0.423 0.159
H 2.28911 1.62163 1.01300 0.123 -0.258 -0.295
H 1.97276 -0.70747 0.80776 -0.038 0.062 0.024
H -0.81996 1.24712 -1.48325 -0.072 -0.212 -0.007
H -0.84549 2.36811 -0.14884 0.034 -0.141 0.094
H -2.36737 1.74440 -0.77800 0.046 -0.170 -0.068
```
Positions in Å, forces in eV/Å.

## Properties
ΔE to the lowest compared entry with this formula, charge and spin: 4.595 eV
Frontier orbital gap (alpha / beta): 8.29 / 8.29 eV
Maximum force: 3.83 eV/Å
Lowest unoccupied orbital energy (alpha / beta): 0.1 / 0.1 eV

Below is C4H8N4 in the gas phase, with properties calculated with ωB97M-V/def2-TZVPD.

```
16
Properties=species:S:1:pos:R:3:forces:R:3
C 2.48035 -1.36902 0.07226 -0.905 0.320 -0.320
N 1.31889 -0.95566 -0.27217 1.588 1.756 1.247
N 1.30433 0.49060 -0.54405 1.163 -1.796 -2.185
C 1.24617 1.43117 0.52134 0.064 0.183 0.960
C 0.02838 1.06220 -0.24542 -0.201 0.855 -0.493
C -0.94858 0.06900 0.25236 -2.173 1.133 -0.502
N -2.12501 0.13711 -0.29018 3.159 1.656 0.211
N -3.09348 -0.59685 0.21781 -3.997 -1.624 -1.053
H 2.58176 -2.29419 0.56282 -0.468 -1.673 -0.086
H 3.44920 -0.92443 -0.00843 0.233 1.407 -0.103
H 1.78305 2.38246 0.44867 -0.305 -0.325 -0.522
H 1.24748 1.08292 1.51064 0.219 -0.787 1.354
H -0.29577 1.89675 -0.88493 -0.374 -1.041 -0.161
H -0.67382 -0.61478 1.06955 -0.283 0.238 -0.316
H -2.82570 -1.54638 0.37301 0.329 -0.809 0.592
H -3.93719 -0.66887 -0.45448 1.952 0.506 1.378
```
Positions in Å, forces in eV/Å.

## Properties
ΔE to the lowest compared entry with this formula, charge and spin: 4.833 eV
Frontier orbital gap: 9.46 eV
Maximum force: 4.44 eV/Å
SMILES string: C=NN1C[C@@H]1/C=N/N
Lowest unoccupied orbital energy: 1.1 eV

Below is C4H8N4O in the gas phase, with properties calculated with ωB97M-V/def2-TZVPD.

```
17
Properties=species:S:1:pos:R:3:forces:R:3
C -0.04491 -0.08452 0.07505 1.393 -0.991 -1.745
C -2.67343 -0.00080 -0.04978 -0.136 -1.860 0.120
C 3.32927 -0.12550 0.16369 2.604 -2.506 -2.896
C -1.42409 -0.90027 -0.48322 0.777 3.584 -1.888
N 1.06020 -0.99658 0.15466 1.915 -1.145 -0.386
N 1.22579 1.03784 -0.17281 -1.688 -0.187 -1.313
N 1.94845 -0.03813 -0.06734 -4.947 -0.033 0.987
N -2.57211 1.33578 -0.13516 -0.700 2.085 0.975
O -3.70843 -0.48502 0.38752 0.650 -0.394 -0.349
H -0.37056 0.24987 1.01265 -0.096 0.583 1.765
H 3.56481 -1.25337 0.08595 -0.256 1.847 0.526
H 4.01007 0.37362 -0.60487 -1.490 -0.421 0.711
H 3.56074 0.29655 1.07933 0.400 0.537 1.994
H -1.46590 -1.22251 -1.61031 0.238 1.031 2.115
H -1.36783 -1.79180 0.08572 -0.097 -0.760 0.769
H -1.64335 1.77887 -0.30164 -1.499 -0.234 0.312
H -3.42871 1.82598 0.38056 2.932 -1.135 -1.697
```
Positions in Å, forces in eV/Å.

## Properties
ΔE to the lowest compared entry with this formula, charge and spin: 5.911 eV
Frontier orbital gap (alpha / beta): 9.21 / 9.21 eV
Maximum force: 5.04 eV/Å
Lowest unoccupied orbital energy (alpha / beta): 0.4 / 0.4 eV

Below is C4H8N4O as an isolated structure, with properties calculated with ωB97M-V/def2-TZVPD.

```
17
Properties=species:S:1:pos:R:3:forces:R:3
C -0.39249 1.62535 0.89692 1.453 -2.937 0.668
C 0.27991 -0.21881 1.09565 -4.694 4.355 0.854
C -1.48449 0.28313 -0.41875 0.184 1.658 1.850
C 2.10618 -0.85911 -0.23894 1.661 -0.015 1.589
N -1.44771 1.54781 0.10678 0.491 -0.926 -0.366
N -0.58218 -0.57779 0.05326 -0.126 2.478 -0.888
N -0.20953 2.56113 1.85797 0.659 -0.599 -0.496
N -2.61959 -0.13906 -1.09540 1.158 -1.481 -1.797
O 1.50052 -0.58315 1.04844 2.455 -0.766 -1.052
H 1.92092 -0.17054 -1.03195 -0.457 0.994 -0.199
H 1.84403 -1.83333 -0.58480 -0.182 -0.845 -0.100
H 3.16074 -0.82097 0.07156 -0.154 -0.244 -0.791
H -0.81494 -1.46861 -0.15975 -0.246 -3.663 -0.558
H -0.74630 3.40496 1.80676 -0.100 0.297 0.191
H 0.72617 2.57017 2.27030 -0.770 0.301 -0.253
H -3.21218 0.64908 -1.15550 -0.861 0.797 -0.272
H -2.40102 -0.50755 -2.06519 -0.470 0.598 1.621
```
Positions in Å, forces in eV/Å.

## Properties
ΔE to the lowest compared entry with this formula, charge and spin: 4.471 eV
Frontier orbital gap (alpha / beta): 6.98 / 6.98 eV
Maximum force: 6.46 eV/Å
Lowest unoccupied orbital energy (alpha / beta): 0.8 / 0.8 eV

Below is C4H8N4O2 as an isolated structure, with properties calculated with ωB97M-V/def2-TZVPD.

```
18
Properties=species:S:1:pos:R:3:forces:R:3
C -0.14302 -0.96268 -1.49131 -0.748 2.646 3.245
C 0.39378 -1.54467 0.06866 -1.154 2.741 -2.697
C 0.53573 -0.64566 1.06425 3.911 -0.134 -0.408
C -0.00598 0.73350 0.83823 -3.337 4.145 1.239
H -1.27822 -0.63707 0.97181 -4.390 -0.343 -3.388
H -2.95802 -1.75502 -0.18964 1.962 3.719 0.949
H -2.32488 0.05172 -2.04086 3.948 -3.368 1.941
H 0.75043 -2.50761 -0.12421 0.741 -1.424 0.857
H 1.38301 -0.76070 1.87080 -2.066 0.031 -1.284
H 0.48946 2.89951 0.89642 -0.438 -0.344 -0.435
H 2.60075 1.47275 0.83258 0.389 0.383 -1.512
H 2.08029 0.98657 -0.69557 -0.914 1.731 1.329
N -2.23814 -0.59265 -0.04674 -1.673 -9.084 -1.755
N -1.57043 -0.76450 -1.37885 -0.486 3.429 -2.055
N 0.79773 1.96111 0.68712 -1.961 -5.071 -0.798
N 2.03644 1.79916 0.01414 1.469 -1.420 1.166
O 0.76942 -0.50788 -2.20516 -2.758 -1.721 0.910
O -1.31834 0.77412 0.92834 7.505 4.083 2.697
```
Positions in Å, forces in eV/Å.

## Properties
ΔE to the lowest compared entry with this formula, charge and spin: 11.183 eV
Frontier orbital gap: 8.10 eV
Maximum force: 9.40 eV/Å
Lowest unoccupied orbital energy: 0.0 eV

> What is the formula in the first record?

C4H8N4

> The highest ΔE to the lowest compared entry with this formula, charge and spin belongs to which entry?

C4H8N4O2